Molecular formula: C50H55BrN7O8SiTa
Method: DFT, wB97M-V/def2-TZVPD

Summary:
HOMO-LUMO gap, Eh: 0.265
Total charge: +2
E_tot, eV: -159013.14280
LUMO energy, eV: -6.275

Element x y z (Å)
Ta: 0.10978 -0.42291 -0.28113
C: 1.97562 -0.95372 -3.84534
C: 2.49443 0.16471 -2.98981
C: 3.80279 0.59239 -3.16933
C: 4.28000 1.68467 -2.47210
C: 3.40431 2.38411 -1.66112
C: 2.12165 1.89918 -1.51893
N: 1.67894 0.78196 -2.10381
C: 1.11140 2.66736 -0.77043
C: 1.04787 4.03273 -0.95065
C: 0.03467 4.74002 -0.33146
C: -0.81838 4.06057 0.51288
C: -0.66802 2.69548 0.71009
N: 0.25882 1.99166 0.01135
C: -1.53786 2.03273 1.74478
C: -1.85226 2.73752 2.90011
C: -2.75706 2.18062 3.78975
C: -3.30971 0.95336 3.48963
C: -2.88740 0.27723 2.34847
C: -3.43547 -1.08825 2.03550
N: -2.00249 0.81101 1.50034
H: 2.53139 -0.98630 -4.78263
H: 2.09166 -1.92022 -3.35490
H: 0.92373 -0.80251 -4.06301
H: 4.43315 0.06598 -3.87722
H: 5.30994 2.01141 -2.58323
H: 3.71181 3.28666 -1.14453
H: 1.75377 4.52048 -1.60798
H: -0.09032 5.80177 -0.50929
H: -1.62453 4.58149 1.00778
H: -1.38486 3.69020 3.11946
H: -3.03435 2.70995 4.69465
H: -4.06690 0.51272 4.12736
H: -4.37519 -1.25764 2.55867
H: -3.60794 -1.19219 0.96365
H: -2.73236 -1.86441 2.35487
O: -1.59703 -0.08408 -0.95658
C: -2.56378 -0.88056 -1.48609
C: -3.39324 -0.40192 -2.48249
C: -4.34205 -1.23447 -3.04482
C: -4.49043 -2.55411 -2.60389
C: -3.68861 -3.01654 -1.58703
C: -2.70544 -2.19270 -1.01383
C: -2.00047 -2.64868 0.16078
N: -1.00916 -2.00988 0.68491
N: -0.60547 -2.32305 1.97576
C: 0.14356 -1.37927 2.42598
O: 0.39476 -0.31808 1.64527
C: 0.76165 -1.46890 3.75230
C: 0.50544 -2.55755 4.58547
C: 1.10229 -2.61700 5.83248
C: 1.95668 -1.59805 6.25000
C: 2.21982 -0.51956 5.41576
C: 1.62124 -0.45356 4.16604
H: -3.27149 0.62378 -2.81650
H: -4.98241 -0.85066 -3.83366
H: -5.24097 -3.19909 -3.04660
H: -3.79610 -4.03203 -1.21483
H: -2.36714 -3.52110 0.69172
H: -0.15334 -3.34859 4.24322
H: 0.89836 -3.45614 6.48914
H: 2.41196 -1.64470 7.23304
H: 2.88793 0.27055 5.74128
H: 1.81814 0.38116 3.50124
O: 0.31202 -3.75773 -1.24095
C: 0.02074 -2.94540 -2.07969
O: 0.09924 -1.60745 -1.87287
C: -0.46576 -3.35397 -3.42369
C: -1.09654 -2.45473 -4.27078
C: -1.52777 -2.89165 -5.50278
C: -1.36348 -4.19254 -5.92599
C: -0.74812 -5.06194 -5.05264
C: -0.29042 -4.67294 -3.81445
N: -0.57436 -6.48470 -5.46456
O: -0.03559 -7.23056 -4.66511
O: -0.98374 -6.79804 -6.56512
N: -2.18678 -1.91749 -6.41268
O: -2.45512 -2.29809 -7.53251
O: -2.41384 -0.80035 -5.96780
H: -1.26596 -1.43098 -3.98146
H: -1.70557 -4.51791 -6.89728
H: 0.19844 -5.38862 -3.16566
C: 4.20084 -3.59484 -2.19175
C: 5.22354 -3.31837 -1.07206
C: 6.27086 -4.45331 -1.05739
C: 5.91465 -1.98340 -1.40590
Si: 4.45192 -3.27306 0.62704
Br: 2.49981 -1.39561 -0.02947
C: 5.32483 -2.25982 1.93340
C: 5.40977 -0.75331 1.61538
C: 6.75447 -2.84077 2.01980
C: 4.64234 -2.40144 3.30193
C: 3.44181 -4.73004 1.18393
C: 2.32917 -4.34739 2.17042
C: 2.78971 -5.46223 0.00268
C: 4.44462 -5.68519 1.87164
H: 3.70900 -4.56045 -2.09566
H: 4.73649 -3.59287 -3.14969
H: 3.43007 -2.81871 -2.23043
H: 6.74973 -4.48980 -2.04264
H: 5.82012 -5.43552 -0.87122
H: 7.05748 -4.29420 -0.31180
H: 6.29255 -2.04310 -2.43510
H: 6.77174 -1.78237 -0.75537
H: 5.22015 -1.13510 -1.34789
H: 5.95862 -0.54165 0.69329
H: 5.94406 -0.26455 2.44061
H: 4.41852 -0.29458 1.53834
H: 7.31592 -2.71618 1.08838
H: 6.76080 -3.90689 2.28136
H: 7.29613 -2.30259 2.80586
H: 3.61003 -2.04027 3.28543
H: 5.19803 -1.79269 4.02633
H: 4.64856 -3.43050 3.67086
H: 1.65461 -3.59283 1.75460
H: 2.71156 -3.98605 3.12543
H: 1.73218 -5.24644 2.37097
H: 2.12665 -4.81262 -0.57369
H: 2.18156 -6.28125 0.40546
H: 3.53298 -5.91020 -0.66492
H: 4.91009 -5.24131 2.75855
H: 5.24747 -6.01241 1.19661
H: 3.89882 -6.57910 2.19481